# 1
This record from OMol25 describes 2 unconnected molecules or ions with the total composition C4H13N3O at a distorted geometry. The level of theory is ωB97M-V with the def2-TZVPD basis set.

Last column: Löwdin charge in e.
CARTESIAN COORDINATES (ANGSTROEM)
C1 -0.344 0.177 -2.012  -0.191
C2 -1.657 -1.156 -0.136  -0.061
C3 -1.007 0.162 -0.432  -0.408
O1 0.024 1.499 -2.324  -0.102
N1 -1.456 1.301 -0.091  0.098
H1 -0.462 2.059 -1.693  0.055
H2 -2.272 1.279 0.514  0.063
H3 0.509 -0.493 -2.172  0.099
H4 -1.139 -0.162 -2.695  0.108
H5 -2.310 -1.098 0.735  0.077
H6 -2.218 -1.536 -0.986  0.078
H7 -0.860 -1.870 0.074  0.063
C4 1.358 0.952 1.350  -0.112
N2 0.996 -0.303 0.683  -0.230
N3 1.552 -1.463 1.304  -0.006
H8 1.295 -0.240 -0.325  0.111
H9 2.556 -1.349 1.455  0.067
H10 1.126 -1.568 2.222  0.074
H11 1.033 1.774 0.716  0.066
H12 2.439 1.048 1.507  0.073
H13 0.839 0.988 2.309  0.079

Force components x, y, z for each atom (eV/Å):
-0.3 0.8 2.2
0.7 -0.3 0.6
-1.8 -0.1 -3.9
0.2 -0.4 0.1
0.5 0.1 -0.6
-0.1 -0.1 0.1
0.4 -0.2 0.5
0.0 0.1 0.3
-0.1 0.0 0.5
0.0 0.0 0.0
-0.1 0.2 -0.1
-0.2 -0.2 0.1
0.0 -0.3 -0.3
1.1 0.6 -0.8
0.1 0.0 -0.3
-0.1 -0.5 1.7
-0.1 0.1 0.0
-0.1 0.1 -0.2
-0.1 0.1 0.1
0.0 -0.1 0.1
0.0 0.2 0.0

Summary:
HOMO-LUMO gap ... 0.3666 hartree
SMILES ... [H]/N=C(\C)CO.CNN

# 2
This record from OMol25 describes a molecular structure, C21H20IrN3O6S2 at a distorted geometry. The level of theory is ωB97M-V with the def2-TZVPD basis set.

Last column: Löwdin charge in e.
CARTESIAN COORDINATES (ANGSTROEM)
Ir1 0.720 -0.564 0.266  1.258
C1 1.770 0.244 -3.743  -0.013
O1 2.568 1.406 -3.449  -0.004
C2 2.855 1.843 -2.234  -0.166
C3 3.953 2.703 -2.143  0.032
C4 4.355 3.194 -0.928  -0.011
C5 3.658 2.868 0.251  0.002
C6 2.580 2.026 0.230  -0.112
C7 1.748 1.916 1.422  -0.024
N1 0.907 0.970 1.544  -0.144
N2 -0.130 1.092 2.440  0.128
C8 -1.174 0.474 1.982  -0.384
O2 -1.172 -0.216 0.856  -0.238
C9 -2.451 0.528 2.710  -0.151
C10 -2.631 1.458 3.732  -0.017
C11 -3.832 1.503 4.417  -0.061
C12 -4.853 0.620 4.088  -0.066
C13 -4.673 -0.310 3.075  -0.067
C14 -3.475 -0.357 2.382  -0.023
C15 2.120 1.497 -1.041  -0.218
O3 1.074 0.766 -1.190  -0.142
H1 2.019 0.004 -4.773  0.105
H2 0.712 0.479 -3.654  0.095
H3 2.029 -0.584 -3.085  0.082
H4 4.483 2.944 -3.054  0.136
H5 5.214 3.848 -0.877  0.124
H6 3.967 3.303 1.193  0.131
H7 1.733 2.721 2.152  0.155
H8 -1.827 2.137 3.980  0.113
H9 -3.974 2.225 5.209  0.110
H10 -5.790 0.655 4.628  0.110
H11 -5.465 -1.005 2.830  0.108
H12 -3.321 -1.092 1.605  0.109
C16 3.420 -3.381 1.589  -0.107
S1 2.576 -1.848 1.579  0.473
O4 2.734 -1.253 0.193  -0.450
O5 3.085 -1.015 2.622  -0.263
O6 1.090 -2.130 1.662  -0.440
H13 4.456 -3.170 1.337  0.085
H14 2.964 -4.050 0.864  0.080
H15 3.352 -3.781 2.598  0.087
S2 0.270 -2.328 -1.273  0.729
C17 -1.147 -1.880 -2.125  -0.652
N3 -2.083 -1.068 -1.582  0.081
C18 -3.225 -0.703 -2.208  -0.037
C19 -3.503 -1.161 -3.459  -0.035
C20 -2.574 -2.025 -4.063  -0.024
C21 -1.420 -2.378 -3.414  -0.073
H16 -1.943 -0.760 -0.617  0.091
H17 -3.875 -0.048 -1.645  0.141
H18 -4.415 -0.868 -3.956  0.117
H19 -2.768 -2.414 -5.053  0.124
H20 -0.693 -3.034 -3.871  0.115

Force components x, y, z for each atom (eV/Å):
0.0 -1.0 0.1
-0.1 0.0 0.0
0.1 0.0 0.1
0.0 0.0 -0.1
0.0 0.0 0.0
0.0 0.0 0.0
0.0 0.0 0.0
0.1 0.1 0.0
0.1 0.1 0.0
-0.1 -0.2 -0.2
0.0 0.1 0.2
-0.2 -0.2 0.0
0.1 0.3 -0.1
0.0 0.1 0.1
0.0 0.0 0.0
0.0 0.0 0.0
0.0 0.0 0.0
0.0 0.0 0.0
0.0 0.1 0.0
0.0 0.0 0.0
-0.1 0.2 -0.1
0.0 0.0 0.0
0.0 0.0 0.0
0.0 0.0 0.0
0.0 0.0 0.0
0.0 0.0 0.0
0.0 0.0 0.0
0.0 0.0 0.0
0.0 0.0 0.0
0.0 0.0 0.0
0.0 0.0 0.0
0.0 0.0 0.0
0.0 0.0 0.0
-0.1 0.0 -0.1
0.1 0.0 0.4
-0.2 0.1 0.0
0.1 -0.2 -0.1
0.1 0.4 0.0
0.0 0.0 0.0
0.0 0.0 0.0
0.0 0.0 0.0
0.2 0.1 -0.1
-0.2 0.0 0.0
0.0 -0.2 -0.1
0.1 0.0 0.0
0.0 0.0 0.0
-0.1 0.0 0.0
0.1 0.0 0.1
0.1 0.2 0.1
0.0 0.0 0.0
0.0 0.0 0.0
0.0 0.0 0.0
0.0 0.0 0.0

Summary:
2S+1 ... 2
HOMO-LUMO gap (alpha / beta) ... 0.2946 / 0.2064 hartree
Net charge ... +1

# 3
This record from OMol25 describes 3 unconnected molecules or ions with the total composition C3H8OS at a distorted geometry. The level of theory is ωB97M-V with the def2-TZVPD basis set.

Last column: Löwdin charge in e.
CARTESIAN COORDINATES (ANGSTROEM)
C1 -2.316 1.700 -1.091  -0.639
C2 3.524 -0.277 0.025  -0.051
C3 3.964 0.819 0.663  -0.050
O1 -2.368 -1.697 0.475  -0.184
S1 -3.222 0.434 -0.707  0.776
H1 -1.896 2.090 -2.016  -0.003
H2 -1.840 2.244 -0.249  0.002
H3 2.715 -0.712 0.522  0.025
H4 -2.844 -1.369 1.230  0.003
H5 3.963 -0.559 -0.869  0.023
H6 4.784 1.370 0.345  0.026
H7 3.394 0.954 1.536  0.028
H8 -1.444 -1.418 0.609  0.046

Force components x, y, z for each atom (eV/Å):
2.0 2.8 0.4
0.9 2.7 1.4
-1.5 -2.7 -0.7
1.2 -1.0 0.2
-1.5 -0.8 -0.6
-0.6 -0.6 -0.2
-0.3 -0.5 -0.2
-1.1 -1.3 -0.1
-0.2 0.1 0.6
0.4 -1.1 -1.6
1.2 1.2 -0.3
0.0 1.2 1.3
-0.6 -0.2 -0.1

Summary:
2S+1 ... 3
HOMO-LUMO gap (alpha / beta) ... 0.2608 / 0.2941 hartree

# 4
This record from OMol25 describes a molecular structure, C56H43CrN15O5. The level of theory is ωB97M-V with the def2-TZVPD basis set.

Last column: Löwdin charge in e.
CARTESIAN COORDINATES (ANGSTROEM)
Cr1 -0.542 0.146 -0.078  0.912
C1 -5.941 -5.282 5.105  -0.105
O1 -6.185 -5.207 3.721  -0.093
C2 -5.300 -4.474 2.973  -0.272
C3 -4.317 -3.669 3.531  0.055
C4 -3.504 -2.986 2.644  -0.107
C5 -3.615 -3.067 1.273  -0.078
C6 -4.597 -3.878 0.734  0.004
C7 -5.435 -4.581 1.591  0.011
C8 -2.625 -2.156 0.627  -0.237
C9 -3.291 -0.936 0.036  -0.241
C10 -4.584 -0.856 -0.471  -0.060
C11 -4.571 0.182 -1.413  -0.048
C12 -3.257 0.682 -1.452  -0.240
N1 -2.507 0.028 -0.514  0.010
C13 -2.717 1.673 -2.330  -0.094
C14 -1.402 2.123 -2.280  -0.243
C15 -0.930 3.327 -2.897  -0.023
C16 0.312 3.578 -2.390  -0.033
C17 0.652 2.494 -1.526  -0.259
C18 1.853 2.317 -0.795  -0.101
C19 2.569 3.438 -0.187  -0.164
C20 2.818 4.683 -0.775  -0.023
C21 3.198 5.776 -0.014  -0.010
C22 3.377 5.654 1.355  -0.312
O2 3.637 6.797 2.084  -0.120
C23 2.846 6.922 3.254  -0.099
C24 3.279 4.401 1.940  -0.022
C25 2.888 3.316 1.176  -0.034
C26 2.266 0.990 -0.521  -0.309
N2 1.409 -0.070 -0.597  0.011
C27 2.155 -1.137 -1.067  -0.243
C28 1.615 -2.306 -1.586  -0.108
C29 2.442 -3.229 -2.403  -0.204
C30 3.325 -4.166 -1.868  -0.020
C31 4.004 -5.059 -2.680  -0.020
C32 3.817 -5.037 -4.056  -0.295
O3 4.510 -5.979 -4.781  -0.104
C33 4.326 -5.966 -6.172  -0.122
C34 2.966 -4.094 -4.615  -0.031
C35 2.288 -3.207 -3.787  -0.010
C36 0.249 -2.654 -1.411  -0.248
C37 -0.349 -3.894 -1.703  -0.056
C38 -1.592 -3.905 -1.053  -0.061
C39 -1.700 -2.676 -0.427  -0.257
N3 -0.616 -1.888 -0.668  0.054
C40 3.533 -0.762 -1.106  -0.034
C41 3.605 0.557 -0.732  -0.072
N4 -0.392 1.589 -1.513  0.007
C42 -3.635 2.177 -3.385  -0.201
C43 -3.985 1.317 -4.425  -0.018
C44 -4.903 1.682 -5.401  -0.032
C45 -5.498 2.935 -5.348  -0.294
O4 -6.446 3.380 -6.244  -0.105
C46 -6.863 2.466 -7.225  -0.122
C47 -5.138 3.819 -4.340  -0.019
C48 -4.218 3.443 -3.375  -0.022
H1 -6.709 -5.933 5.518  0.087
H2 -6.009 -4.304 5.591  0.090
H3 -4.955 -5.710 5.313  0.096
H4 -4.188 -3.539 4.596  0.111
H5 -1.743 -2.729 3.626  0.171
H6 -4.709 -3.955 -0.339  0.126
H7 -6.203 -5.230 1.190  0.116
H8 -5.429 -1.472 -0.203  0.082
H9 -5.394 0.519 -2.024  0.088
H10 -1.482 3.921 -3.609  0.093
H11 0.924 4.435 -2.610  0.076
H12 2.701 4.812 -1.841  0.095
H13 3.336 6.748 -0.473  0.110
H14 2.802 7.985 3.494  0.080
H15 3.290 6.390 4.103  0.078
H16 1.835 6.541 3.087  0.101
H17 3.450 4.275 3.003  0.111
H18 2.722 2.359 1.656  0.099
H19 3.469 -4.202 -0.795  0.119
H20 4.678 -5.799 -2.262  0.108
H21 4.914 -6.794 -6.565  0.083
H22 4.679 -5.033 -6.624  0.090
H23 3.276 -6.108 -6.448  0.089
H24 2.822 -4.035 -5.686  0.093
H25 1.616 -2.477 -4.221  0.126
H26 0.100 -4.691 -2.276  0.085
H27 -2.308 -4.715 -1.012  0.078
H28 4.341 -1.405 -1.423  0.093
H29 4.479 1.195 -0.720  0.102
H30 -3.525 0.338 -4.461  0.126
H31 -5.149 0.978 -6.186  0.093
H32 -7.624 2.977 -7.813  0.082
H33 -7.297 1.564 -6.781  0.091
H34 -6.041 2.171 -7.885  0.088
H35 -5.613 4.794 -4.317  0.108
H36 -3.951 4.136 -2.586  0.122
N5 -1.711 1.178 3.257  0.155
C49 -1.239 2.177 2.430  -0.465
N6 -1.281 3.435 2.829  0.007
N7 -0.814 4.118 1.772  -0.090
N8 -0.511 3.312 0.822  -0.037
N9 -0.752 2.032 1.191  0.031
C50 -1.831 -0.104 2.883  -0.447
N10 -2.579 -0.918 3.646  0.111
N11 -2.360 -2.176 3.026  -0.038
N12 -1.635 -1.944 1.755  0.023
N13 -1.198 -0.617 1.837  0.023
H37 -2.235 1.479 4.059  0.136
N14 5.376 1.276 2.678  0.189
C51 5.183 0.352 3.664  -0.503
O5 6.019 0.188 4.542  0.025
C52 3.937 -0.437 3.590  -0.117
C53 3.574 -1.243 4.670  -0.017
C54 2.404 -1.974 4.601  -0.065
C55 1.620 -1.874 3.456  -0.131
N15 1.956 -1.120 2.418  0.118
C56 3.086 -0.439 2.481  -0.066
H38 6.164 1.887 2.796  0.107
H39 4.606 1.621 2.123  0.059
H40 4.225 -1.272 5.534  0.112
H41 2.095 -2.607 5.423  0.093
H42 0.691 -2.427 3.354  0.090
H43 3.334 0.119 1.583  0.075

Force components x, y, z for each atom (eV/Å):
-0.3 0.4 -0.5
0.0 0.0 0.1
0.0 0.0 -0.1
-0.1 -0.1 0.1
0.2 0.2 0.0
-0.4 -0.4 -0.3
0.4 0.2 0.2
-0.3 -0.2 0.2
0.2 0.1 -0.3
0.1 0.3 -0.6
-0.3 0.1 0.4
0.0 0.0 0.2
0.2 0.1 -0.2
-0.2 -0.2 0.2
-0.2 0.0 -0.3
0.3 0.3 0.0
-0.4 -0.1 0.0
0.2 0.0 -0.1
-0.2 0.1 0.0
0.4 -0.1 0.2
-0.6 -0.2 -0.3
0.1 0.1 0.1
0.1 -0.1 0.0
0.1 0.1 0.0
0.0 -0.1 -0.1
0.1 0.0 0.0
0.0 0.0 0.1
0.1 0.0 0.1
-0.1 0.1 -0.2
0.2 0.1 0.0
0.7 0.0 0.1
-0.1 -0.2 0.0
0.2 0.1 0.1
-0.1 0.1 -0.1
0.0 0.0 0.0
0.1 -0.1 0.0
0.0 0.1 0.1
0.1 0.0 0.0
0.0 0.0 -0.1
0.0 0.0 -0.2
0.1 -0.1 0.1
-0.3 -0.3 0.1
0.3 0.2 -0.1
-0.3 0.1 0.2
-0.1 -0.3 -0.2
0.1 0.0 -0.1
0.1 0.0 0.0
0.1 0.1 0.1
0.0 0.0 -0.1
0.0 -0.1 0.0
0.0 0.2 0.0
-0.1 -0.1 -0.1
0.1 0.0 0.1
0.0 0.0 0.0
0.0 0.0 -0.1
-0.1 0.1 0.0
0.0 0.0 0.0
0.0 0.0 0.0
0.0 0.0 0.0
0.0 0.0 0.0
0.0 -0.1 0.0
0.1 -0.1 -0.1
0.0 0.0 0.0
0.0 0.0 0.1
0.0 0.0 0.0
0.0 0.0 0.0
0.0 0.0 0.0
0.0 0.0 0.0
-0.1 0.0 0.0
0.0 0.0 0.0
0.0 0.0 0.0
0.0 0.0 0.0
0.0 0.0 0.0
0.0 0.0 0.0
-0.2 0.0 0.0
0.0 0.0 0.0
0.0 0.0 0.0
0.0 0.0 0.0
0.0 0.0 0.0
0.0 0.0 0.0
0.0 0.0 0.1
0.0 0.0 0.0
0.0 0.0 0.0
0.0 0.0 0.0
0.0 0.0 0.0
0.0 0.0 -0.1
0.0 0.0 0.0
0.0 0.0 0.0
0.0 0.0 0.0
0.0 0.0 0.0
0.0 0.0 0.0
0.0 0.0 0.0
0.0 0.0 0.0
0.0 -0.1 0.1
0.2 0.3 -0.4
-0.2 -0.3 0.2
0.1 0.0 -0.2
0.2 0.2 -0.4
-0.2 -0.2 0.6
0.1 -0.4 -0.3
-0.4 0.3 0.3
0.3 0.1 -0.1
0.0 -0.6 0.3
0.2 0.2 0.4
0.0 0.0 0.0
-0.3 -0.1 0.1
0.6 0.6 -0.2
-0.1 -0.2 0.1
-0.8 -0.6 0.2
0.2 0.3 -0.2
-0.1 -0.1 0.1
0.2 0.1 0.0
-0.3 -0.3 0.0
0.4 0.3 0.0
0.0 0.0 0.0
0.1 -0.1 -0.1
0.0 0.0 0.0
0.0 0.0 0.0
0.0 0.0 0.0
-0.1 -0.1 0.0

Summary:
2S+1 ... 5
HOMO-LUMO gap (alpha / beta) ... 0.1117 / 0.1508 hartree
Net charge ... -2

# 5
This record from OMol25 describes a molecular structure, C10H35AgO8 at a distorted geometry. The level of theory is ωB97M-V with the def2-TZVPD basis set.

Last column: Löwdin charge in e.
CARTESIAN COORDINATES (ANGSTROEM)
Ag1 15.015 37.348 -12.371  0.986
C1 14.575 30.590 -13.207  -0.058
C2 15.471 31.840 -13.445  -0.506
C3 16.609 31.418 -14.286  -0.088
O1 14.853 33.021 -13.950  0.017
H1 13.691 30.760 -12.592  0.073
H2 15.098 29.766 -12.722  0.079
H3 14.289 30.039 -14.103  0.079
H4 15.925 32.099 -12.489  0.141
H5 17.307 32.189 -14.613  0.082
H6 16.385 31.036 -15.282  0.089
H7 17.238 30.681 -13.788  0.096
C4 9.106 32.753 -15.843  -0.131
O2 9.516 33.418 -14.626  -0.152
H8 8.271 33.271 -16.313  0.082
H9 9.985 32.784 -16.488  0.069
H10 8.959 31.708 -15.571  0.076
H11 10.473 33.388 -14.550  0.055
C5 18.175 26.641 -18.221  -0.170
O3 18.435 25.426 -18.924  -0.116
H12 18.910 27.402 -18.483  0.078
H13 17.223 27.113 -18.464  0.063
H14 18.068 26.486 -17.148  0.070
H15 17.907 24.683 -18.622  0.074
C6 10.825 30.598 -6.889  -0.152
O4 9.713 29.680 -6.866  -0.131
H16 10.517 31.588 -6.553  0.068
H17 11.561 30.227 -6.176  0.079
H18 11.185 30.667 -7.915  0.070
H19 9.111 29.939 -7.567  0.066
C7 16.951 39.648 -16.728  -0.184
O5 16.241 38.498 -16.389  -0.136
H20 17.972 39.449 -17.051  0.083
H21 16.406 40.056 -17.579  0.082
H22 16.919 40.401 -15.940  0.080
H23 16.305 37.979 -17.193  0.079
C8 20.960 29.849 -8.291  -0.132
O6 21.225 28.464 -7.881  -0.138
H24 20.067 30.103 -7.721  0.070
H25 21.777 30.512 -8.006  0.071
H26 20.813 29.920 -9.369  0.070
H27 21.101 27.934 -8.671  0.059
C9 10.213 39.612 -13.392  -0.164
O7 11.156 38.562 -13.539  -0.140
H28 9.853 39.820 -14.400  0.079
H29 9.262 39.407 -12.901  0.076
H30 10.582 40.501 -12.881  0.082
H31 10.734 37.753 -13.837  0.074
C10 13.909 33.950 -19.627  -0.119
O8 15.134 34.289 -18.862  -0.145
H32 14.062 34.085 -20.698  0.075
H33 13.759 32.878 -19.497  0.071
H34 13.024 34.533 -19.374  0.069
H35 14.949 34.048 -17.951  0.049

Force components x, y, z for each atom (eV/Å):
-0.1 0.1 -0.3
-0.3 -0.1 0.0
-1.5 -0.4 0.2
2.3 0.0 -2.0
0.5 -1.4 0.6
0.0 0.3 -0.2
0.6 0.4 0.5
-0.3 0.7 -0.5
-0.1 0.5 0.4
0.0 0.6 0.7
-0.8 -0.5 0.2
-0.3 -0.1 0.1
1.7 0.0 0.8
-0.6 0.5 0.0
0.0 -0.3 0.3
-0.3 -0.1 -0.6
-0.7 0.0 -0.4
-0.1 -0.1 -0.1
-0.9 -0.3 0.1
0.4 0.7 -0.2
0.4 -0.5 0.2
-0.4 -0.2 -0.6
0.7 0.0 0.2
-0.2 0.3 0.3
-1.0 -0.4 0.0
0.5 0.3 0.2
0.0 0.1 0.0
0.1 -0.1 -0.4
0.5 0.0 0.1
-0.1 0.0 0.0
-0.2 1.3 -1.0
-0.1 -1.1 0.7
0.2 0.0 0.3
0.3 0.6 -0.2
0.1 -0.3 0.2
-0.3 -0.5 0.2
-0.1 -1.3 0.8
0.2 1.1 -0.7
-0.1 0.5 -0.4
0.1 -0.2 0.1
-0.2 0.1 0.1
0.1 -0.2 0.1
-1.4 0.2 -1.1
0.7 -0.1 1.0
0.3 0.8 -0.1
0.2 -0.9 0.6
0.7 -0.3 -0.3
-0.3 0.2 0.0
1.2 -0.4 0.4
-1.4 0.2 -1.1
0.5 0.3 0.2
-0.4 0.0 0.1
0.1 0.0 0.4
0.0 0.0 0.0

Summary:
2S+1 ... 2
HOMO-LUMO gap (alpha / beta) ... 0.1684 / 0.1684 hartree
Net charge ... +1